112
Properties=species:S:1:pos:R:3 method="wB97M-V/def2-TZVPD" multiplicity=4 s2=3.756 gap_ev="2.208 / 6.979" e_homo_ha="-0.102 / -0.282" e_tot_ha=-6099.13121
Ni 2.0393 -1.8741 0.9018
As -1.2867 -0.1233 0.7830
F -0.5485 -0.1551 -0.8620
F -2.1547 -1.6675 0.4789
F -1.8509 -0.1982 2.4659
F -0.3249 1.3750 1.2132
F -2.6864 0.7457 0.0911
F 0.1386 -1.1465 1.2173
C 2.2577 5.5689 -3.2905
C 1.8148 6.8251 -2.4279
C 0.2822 7.0729 -2.7658
C -0.6379 6.0017 -2.1660
C -0.3814 5.7859 -0.7097
C 1.1120 5.4594 -0.3426
N 1.9291 6.4326 -1.0381
O 3.2399 6.5830 -0.5644
C 1.1636 5.6862 1.1786
C 1.4197 3.9611 -0.6699
C 2.4729 8.2172 -2.7722
H 1.7312 4.6153 -3.2496
H 3.3309 5.4066 -3.1910
H 2.0543 5.8694 -4.3183
H -0.0514 8.0323 -2.3705
H 0.0752 7.2230 -3.8254
H -0.3655 5.0342 -2.5877
H -1.6754 6.2138 -2.4243
H -1.0059 4.9304 -0.4523
H -0.7791 6.6400 -0.1615
H 0.9803 6.7390 1.3934
H 0.5685 4.9746 1.7510
H 2.1515 5.7398 1.6360
H 1.4536 3.3235 0.2135
H 0.8685 3.4625 -1.4672
H 2.4479 3.9286 -1.0303
H 2.3714 8.8128 -1.8650
H 1.9084 8.6786 -3.5825
H 3.5271 8.0469 -2.9905
H 3.2148 7.3561 0.0042
C -4.5336 0.7234 3.8513
O -4.4476 0.5553 5.2430
H -5.5164 1.0681 3.5299
H -3.8573 1.5425 3.6070
H -4.3567 -0.1970 3.2948
H -4.5436 1.3678 5.7452
C 4.7836 -4.6926 2.5561
C 3.5412 -3.9373 2.0488
C 2.5437 -3.6037 3.1890
O 1.3964 -3.0731 2.5602
C 0.1714 -3.2645 3.2376
N 3.9644 -2.7561 1.3958
H 5.1954 -3.9882 3.2788
H 5.4966 -4.9031 1.7589
H 4.5064 -5.6786 2.9289
H 3.2085 -4.6732 1.3168
H 3.0821 -2.9610 3.8855
H 2.3461 -4.5100 3.7615
H -0.5804 -2.9094 2.5326
H 0.0532 -2.7301 4.1802
H -0.2344 -4.2522 3.4562
H 4.5381 -2.3017 2.0918
H 4.6672 -2.8978 0.6844
C -6.4330 -5.2502 -0.3825
C -6.6506 -4.1949 -1.4927
C -5.3812 -3.2908 -1.7393
O -5.5023 -2.1711 -2.5501
C -4.3379 -1.3005 -2.4016
N -6.9233 -4.8426 -2.8205
H -7.2201 -6.0017 -0.4433
H -6.2388 -5.0072 0.6622
H -5.5119 -5.7783 -0.6295
H -7.5224 -3.6129 -1.1938
H -4.5683 -3.8752 -2.1703
H -4.9201 -3.1032 -0.7697
H -4.3728 -0.6040 -3.2393
H -3.3987 -1.8467 -2.4889
H -4.2787 -0.7964 -1.4370
H -7.8459 -5.2065 -3.0119
H -6.7070 -4.0933 -3.4621
C 4.0942 1.3226 -0.9190
C 3.6321 0.2744 0.1133
C 3.0086 0.8758 1.4431
O 2.5690 -0.2299 2.2264
C 1.9718 0.0923 3.5005
N 2.5625 -0.4983 -0.5741
H 4.5493 0.8783 -1.8042
H 4.6473 2.0817 -0.3660
H 3.4097 2.0183 -1.4043
H 4.5450 -0.2775 0.3375
H 2.2372 1.6237 1.2596
H 3.8394 1.3491 1.9663
H 1.7329 -0.8660 3.9616
H 1.0352 0.6331 3.3645
H 2.5469 0.6254 4.2575
H 3.0467 -0.5561 -1.4586
H 1.9302 0.2241 -0.8879
C 1.0576 -3.0916 -2.4908
C 0.2752 -3.3545 -1.1647
C -0.5656 -4.5586 -1.1656
O -1.2049 -4.7041 0.0869
C -2.5157 -5.2030 -0.0223
N 1.2381 -3.4356 -0.0696
H 0.3906 -2.7793 -3.2943
H 1.4799 -4.0655 -2.7383
H 1.8555 -2.3518 -2.5554
H -0.3722 -2.5310 -0.8632
H -0.1021 -5.5140 -1.4116
H -1.2773 -4.2687 -1.9386
H -2.8631 -5.5602 0.9472
H -2.6715 -6.0076 -0.7410
H -3.1948 -4.4592 -0.4392
H 0.7474 -4.1371 0.4664
H 1.9491 -4.0781 -0.3886